No. 1
Density functional theory data (wB97M-V/def2-TZVPD) for C4H12Br2IMnO2 as an isolated structure in a non-equilibrium geometry.

For the gap between HOMO and LUMO (spin up / spin down), the calculation gives 4.3 / 5.4 eV. The charge is -1. The value obtained for the LUMO energy (spin up / spin down) is -0.968 / -0.480 eV. The calculation puts the molar mass at 433.79 g/mol. The multiplicity is 6. For the HOMO energy (spin up / spin down), the calculation gives -0.1953 / -0.2175 Ha.

```
22
Properties=species:S:1:pos:R:3:lowdin_spin:R:1
Mn -0.212 -0.788 0.786 5.1863
Br 1.039 1.216 -2.198 0.0068
Br -2.744 0.439 3.315 0.0078
I 1.464 -4.653 1.336 -0.2175
C -3.915 -1.518 -3.718 0.0001
C -3.899 -1.100 -2.251 0.0001
O -2.949 -1.931 -1.587 0.0088
H -3.011 -1.291 -4.283 0.0000
H -4.783 -1.067 -4.199 0.0000
H -3.962 -2.605 -3.777 0.0000
H -4.858 -1.316 -1.782 0.0000
H -3.762 -0.021 -2.173 0.0000
H -3.293 -2.800 -1.808 -0.0001
C 4.125 2.763 2.315 0.0001
C 4.046 1.267 2.411 0.0001
O 2.724 1.027 2.621 0.0074
H 3.489 3.098 1.496 0.0000
H 5.151 3.069 2.112 0.0000
H 3.798 3.280 3.217 0.0000
H 4.654 0.798 3.185 0.0000
H 4.332 0.812 1.463 0.0000
H 2.567 1.322 3.521 0.0000
```

***

No. 2
Density functional theory data (wB97M-V/def2-TZVPD) for C4H12BrFeO2 as an isolated structure in a non-equilibrium geometry.

For the gap between HOMO and LUMO (spin up / spin down), the calculation gives 3.5 / 2.1 eV. The charge is +2. The value obtained for the LUMO energy (spin up / spin down) is -11.439 / -12.725 eV. The calculation puts the molar mass at 227.89 g/mol. The multiplicity is 6. For the HOMO energy (spin up / spin down), the calculation gives -0.5491 / -0.5456 Ha.

```
20
Properties=species:S:1:pos:R:3:lowdin_spin:R:1
Fe -0.737 0.890 -3.431 3.8983
Br -0.491 0.277 -0.923 0.0712
C -0.334 4.966 1.322 0.0011
C -0.109 3.691 0.567 0.0059
O 0.110 2.706 1.482 0.0132
H 0.309 5.102 2.192 0.0003
H -1.334 4.997 1.755 0.0003
H -0.202 5.846 0.693 0.0000
H 0.716 3.624 -0.142 0.0018
H -0.960 3.433 -0.063 0.0026
H 0.079 1.883 0.988 0.0010
C 0.496 -5.165 -0.596 0.0318
C 0.013 -3.746 -0.444 0.1542
O 1.045 -2.786 -0.385 0.6402
H 1.095 -5.415 -1.472 0.0113
H -0.341 -5.863 -0.576 -0.0008
H 1.136 -5.445 0.240 0.0148
H -0.609 -3.637 0.445 0.0635
H -0.556 -3.456 -1.328 0.0813
H 0.671 -1.904 -0.325 0.0079
```